Entry 1:
# C20H20Cl5N5O5S2Ti

C20H20Cl5N5O5S2Ti as an isolated structure (ωB97M-V/def2-TZVPD, OMol25).

```
58
Properties=species:S:1:pos:R:3:forces:R:3:nbo_charge:R:1
H -2.583 4.226 0.617 0.0 0.0 0.0 0.1918
C -0.384 2.682 1.316 -0.3 -0.2 -0.1 0.1786
H 0.251 -0.721 3.804 0.0 0.0 0.0 0.2587
H 0.647 4.405 2.060 0.0 0.0 0.0 0.2190
H 1.730 -5.430 5.333 0.0 0.0 0.0 0.1779
N 0.508 1.715 1.401 0.0 -0.2 0.1 -0.4037
Ti 0.199 -0.170 0.402 0.7 0.5 -0.2 1.4371
H 2.716 -3.288 6.142 0.0 0.0 0.0 0.1855
Cl 1.869 1.701 -5.052 0.0 0.0 0.0 -0.0043
C 0.451 -2.399 2.563 0.0 0.1 -0.1 0.7513
H 0.769 -5.632 3.136 0.0 0.0 0.0 0.1858
H 3.700 2.233 3.338 0.0 0.0 0.0 0.3629
N 1.055 -3.678 2.514 0.0 -0.1 0.0 -0.6623
N -1.320 1.198 -0.245 -0.4 0.0 -0.3 -0.5938
H -0.388 3.615 3.230 0.0 0.0 0.0 0.2227
C 1.791 -1.980 4.691 0.0 0.0 0.0 -0.4071
H -0.356 -2.184 4.557 0.0 0.0 0.0 0.2015
O -1.404 -1.600 0.202 -0.1 -0.1 -0.1 -1.0232
C 0.868 -0.504 -1.797 0.0 -0.1 0.1 -0.4088
H 2.813 -4.671 4.162 0.0 0.0 0.0 0.1954
C 1.832 -0.929 -4.455 0.0 -0.1 0.1 -0.1043
Cl 0.938 -3.176 -1.293 0.0 0.0 0.0 0.0240
H 0.961 -3.302 6.154 0.0 0.0 0.0 0.1785
H 0.970 -4.047 1.579 0.0 0.0 0.0 0.3879
C 2.618 1.286 1.924 0.2 0.0 -0.1 0.2637
O -3.333 -1.995 1.660 0.0 0.0 0.0 -0.9887
C 0.772 -4.630 3.573 0.0 0.0 0.0 -0.2209
H 2.615 -1.930 3.974 0.0 0.0 0.0 0.2249
H 4.594 1.235 2.299 0.0 0.0 0.0 0.3749
H -0.227 -4.475 3.999 0.0 0.0 0.0 0.1881
C 1.844 -4.569 4.661 0.0 0.0 0.0 -0.3965
C -1.426 2.418 0.386 0.1 0.0 0.3 0.1070
N 3.722 1.394 2.778 0.0 0.0 0.1 -0.8326
H -4.269 3.585 -1.064 0.0 0.0 0.0 0.1865
C -2.257 0.866 -1.146 0.1 0.1 0.0 0.1042
O -1.160 -2.736 2.348 0.0 0.0 0.0 -0.8564
C 0.463 -1.776 3.960 0.0 0.0 0.0 -0.4703
S 2.801 0.340 0.489 0.0 0.0 0.1 -0.3201
C -0.314 3.901 2.178 0.1 0.0 0.0 -0.6473
C 1.835 -3.286 5.490 0.0 0.0 0.0 -0.3849
C -3.312 1.675 -1.489 -0.1 0.0 -0.1 -0.3507
N 1.554 1.931 2.279 0.0 0.0 0.0 -0.4453
C -2.506 3.280 0.097 0.0 0.0 -0.1 -0.2321
O 0.848 -1.630 1.598 0.2 -0.2 0.2 -0.8328
C -3.440 2.924 -0.836 0.1 0.0 0.0 -0.2213
C 1.152 -1.770 -2.307 0.0 -0.1 -0.1 0.0326
H 1.938 -1.150 5.388 0.0 0.0 0.0 0.1967
Cl 1.952 -3.607 -4.177 0.0 -0.1 0.0 -0.0044
C 1.129 0.538 -2.688 0.0 0.1 0.1 -0.0554
C 1.588 0.358 -3.990 0.0 -0.1 0.0 -0.0875
C 1.621 -2.006 -3.598 0.0 0.1 -0.1 -0.1279
H -1.114 4.602 1.947 0.0 0.0 0.0 0.1931
S -1.943 -1.627 1.594 -0.1 -0.2 0.0 2.6089
O -1.575 -0.345 2.196 -0.1 0.2 0.2 -0.9961
Cl 2.398 -1.189 -6.072 0.0 0.0 0.0 -0.0054
H -2.138 -0.113 -1.591 0.0 0.0 0.0 0.2130
H -4.031 1.340 -2.223 0.0 0.0 0.0 0.1971
Cl 0.917 2.189 -2.153 0.0 -0.1 0.0 0.0349
```
Positions in Å, forces in eV/Å.

Calculated values
Multiplicity ... 3
HOMO energy (alpha / beta) ... 0.0472 / -1.9144 eV
Gap between HOMO and LUMO (alpha / beta) ... 4.162 / 6.123 eV
Total charge ... -2

---

Entry 2:
# C20H20ClN3O12Ru

C20H20ClN3O12Ru as an isolated structure at a distorted geometry (ωB97M-V/def2-TZVPD, OMol25).

```
57
Properties=species:S:1:pos:R:3:forces:R:3:nbo_charge:R:1
Cl 5.224 6.816 0.051 0.0 0.0 0.0 -0.0369
O -0.567 0.942 -1.587 0.4 0.1 0.8 -0.7396
O -2.232 2.618 2.263 0.0 0.0 0.0 -0.6409
C -3.072 -1.221 -0.213 0.0 -0.1 0.0 -0.2957
O 3.955 0.073 4.940 -0.1 -0.1 0.2 -0.6834
O 1.845 1.575 -1.741 0.3 0.0 -0.2 -0.6957
N -3.084 0.210 -0.247 0.0 0.1 0.0 -0.4593
O 2.000 1.289 1.108 0.0 0.4 -0.2 -0.6522
C 2.110 -1.070 3.945 0.0 -0.1 0.0 -0.2570
N 0.421 -1.816 2.738 0.0 -0.2 -0.1 -0.3021
O -0.709 -1.437 -0.147 0.0 0.0 -0.2 -0.7189
O -1.880 -2.496 1.440 0.1 0.0 -0.1 -0.6863
H -3.720 0.284 1.723 0.0 0.0 0.0 0.2201
C 4.570 2.781 -1.839 0.0 -0.1 0.0 0.3855
C 4.969 5.245 -0.673 0.0 0.0 0.0 -0.0418
H 0.288 1.445 -1.689 0.1 0.0 -0.4 0.5188
H -2.950 0.269 -2.303 0.0 0.0 0.0 0.2023
C 4.836 4.132 0.129 0.0 0.0 0.0 -0.2205
O 4.437 1.596 -2.513 -0.2 0.0 0.0 -0.5110
H -3.812 1.643 -1.589 0.0 0.0 0.0 0.1724
O -0.916 0.991 1.536 0.0 0.0 0.3 -0.7314
O 3.098 -1.691 5.983 0.1 -0.1 0.0 -0.6058
C 4.562 3.773 -4.144 0.0 0.0 0.0 -0.6212
H -3.090 -1.605 -1.235 0.0 0.0 0.0 0.2149
C 3.097 -0.933 5.043 -0.1 0.1 0.1 0.7849
C -3.287 0.943 0.964 0.0 0.0 0.0 -0.3288
C -2.061 1.597 1.624 0.0 0.1 0.0 0.7796
H 3.795 0.634 4.130 0.2 0.0 -0.2 0.5113
H 3.624 3.279 -4.403 0.0 0.0 0.0 0.2297
C -1.689 1.809 -1.553 -0.1 -0.1 0.0 -0.0749
C 4.891 5.143 -2.053 0.0 0.0 0.0 -0.2301
H 4.594 4.750 -4.625 0.0 0.0 0.0 0.2037
H -3.997 1.762 0.806 0.0 0.0 0.0 0.2046
H 4.498 0.220 -0.940 0.0 0.1 0.0 0.1972
O 3.573 1.396 2.701 -0.2 0.1 -0.1 -0.6721
H 4.077 -0.367 -2.540 0.0 0.0 0.0 0.2134
Ru 0.438 0.131 0.381 -1.1 -0.6 -0.2 1.3168
H -3.936 -1.623 0.328 0.0 0.0 0.0 0.1895
C 2.457 0.535 -1.480 0.1 0.4 0.0 0.7882
N 0.937 -0.787 2.078 0.4 -0.1 -0.2 -0.1588
C 2.575 0.888 2.177 0.2 0.1 -0.1 0.7871
H 0.853 -2.807 4.561 0.0 0.0 0.0 0.2379
C 1.109 -2.022 3.871 0.0 0.0 0.0 0.0390
H 4.508 2.040 0.186 0.0 -0.1 0.1 0.2377
H -0.391 -2.317 2.312 0.0 0.2 0.1 0.4708
C 4.641 2.891 -0.461 -0.1 0.0 0.0 -0.2751
H 5.367 3.157 -4.551 0.0 0.0 0.0 0.2170
C 4.685 3.912 -2.654 0.0 0.0 0.0 -0.0733
C -1.806 -1.777 0.439 0.1 0.0 0.2 0.8119
C 3.936 0.462 -1.846 0.1 -0.3 0.0 -0.1713
C -2.951 0.966 -1.463 0.0 -0.1 0.0 -0.2070
O 1.983 -0.497 -0.879 0.1 0.2 0.2 -0.6916
H 4.865 4.212 1.207 0.0 0.0 0.0 0.2353
H 4.979 6.033 -2.664 0.0 0.0 0.0 0.2144
H -1.730 2.392 -2.480 0.0 0.0 0.0 0.1699
C 1.951 -0.316 2.774 -0.2 0.1 0.1 0.0479
H -1.623 2.513 -0.718 0.0 0.0 0.0 0.1806
```
Positions in Å, forces in eV/Å.

Calculated values
Multiplicity ... 2
HOMO energy (alpha / beta) ... -5.7964 / -5.8768 eV
Gap between HOMO and LUMO (alpha / beta) ... 8.489 / 7.728 eV
Total charge ... -1

---

Entry 3:
# C20H20ClN3O2SZr

C20H20ClN3O2SZr as an isolated structure at a distorted geometry (ωB97M-V/def2-TZVPD, OMol25).

```
48
Properties=species:S:1:pos:R:3:forces:R:3:nbo_charge:R:1
C -2.142 0.294 -3.520 -0.3 -0.2 0.6 0.2239
H -2.442 1.250 1.585 -0.2 0.2 0.1 0.2011
S -2.465 0.589 -5.027 0.0 0.2 -0.7 -0.0561
C -2.621 2.256 1.189 0.0 0.1 -0.2 -0.6397
N -1.952 0.056 -2.370 -0.1 0.2 -0.7 -0.8572
C -1.370 -4.002 0.102 -0.2 0.5 0.0 -0.2862
C 0.867 2.065 -2.336 0.1 0.1 0.4 -0.6250
H 1.534 -1.832 -2.248 0.2 -0.3 0.1 0.2144
O 1.224 -0.111 -0.301 0.7 -0.2 -0.1 -0.7947
H 3.765 0.211 -0.127 0.0 0.0 -0.1 0.2377
H 1.023 2.814 -3.115 -0.1 -0.3 -0.1 0.2454
H -3.507 2.216 0.546 0.0 -0.1 0.2 0.2208
C -0.013 -4.172 -0.233 0.3 0.5 -0.3 -0.3058
Zr -0.712 -0.166 -0.711 -0.8 0.0 -1.0 2.5046
C 3.254 0.236 0.824 -0.3 -0.1 -0.3 -0.2623
H -3.842 -2.756 0.029 0.0 0.2 0.2 0.2449
C -1.756 -2.781 -0.417 -0.8 -0.6 0.0 0.0895
H 0.355 1.189 -2.780 0.3 0.3 -0.1 0.1994
H 5.011 0.625 1.970 0.1 0.0 -0.1 0.2390
C 1.849 0.042 0.818 0.7 0.2 1.1 0.4477
H 2.050 -3.540 -2.173 0.0 0.0 -0.1 0.2265
H -3.405 -1.847 -1.425 0.0 0.0 0.3 0.2458
C 1.927 0.267 3.273 0.1 -0.1 -0.1 -0.1510
C 3.273 0.492 3.214 -0.3 -0.1 0.0 -0.0961
H -0.560 -0.408 3.246 -0.1 0.0 -0.3 0.1789
H 1.852 1.748 -1.970 -0.2 0.0 -0.2 0.2160
H -1.982 -4.702 0.643 -0.2 0.0 0.1 0.2151
H 1.416 0.274 4.223 -0.1 0.0 0.1 0.2327
C 1.186 0.010 2.094 0.4 0.1 -0.7 -0.2248
C -3.094 -2.092 -0.402 0.3 -0.2 -0.3 -0.6359
C -1.002 4.037 0.200 -0.4 -0.6 0.3 -0.3078
N -0.825 1.904 -0.490 -0.1 1.0 0.4 -0.7787
H 2.435 -2.466 -0.843 0.1 0.1 -0.1 0.2077
C 0.034 2.672 -1.239 0.4 0.7 -0.4 0.1095
H 0.607 -5.010 0.024 0.1 -0.1 0.0 0.2152
H -1.330 4.907 0.734 -0.1 0.2 0.1 0.2135
C 1.674 -2.700 -1.590 -0.1 -0.1 0.0 -0.6219
C -1.463 2.749 0.379 -0.3 0.7 0.5 0.1315
C 0.367 -3.048 -0.949 0.5 -0.8 0.0 0.1269
H -3.067 -1.161 0.198 -0.3 -0.2 -0.1 0.1948
H 0.492 4.819 -1.253 0.1 0.1 -0.1 0.2133
N -0.698 -2.209 -1.088 0.2 -1.1 -0.1 -0.7436
C -0.179 -0.323 2.216 -0.3 -0.1 0.3 0.4596
O -0.993 -0.569 1.282 0.4 0.2 1.6 -0.7045
Cl 4.165 0.792 4.658 0.1 0.1 0.2 0.0268
H -2.839 2.932 2.015 0.0 -0.1 0.0 0.2272
C -0.049 3.990 -0.837 0.2 -0.6 -0.4 -0.2890
C 3.946 0.459 1.983 -0.4 0.0 0.0 -0.1289
```
Positions in Å, forces in eV/Å.

Calculated values
HOMO energy ... -7.4762 eV
Gap between HOMO and LUMO ... 5.479 eV
Total charge ... 0

---

Entry 4:
# C20H20ClN3OS

One molecule with the formula C20H20ClN3OS at a distorted geometry (ωB97M-V/def2-TZVPD, OMol25).

```
46
Properties=species:S:1:pos:R:3:forces:R:3:nbo_charge:R:1
C 3.208 -2.715 0.194 0.1 0.0 0.1 -0.4229
O -1.951 -2.762 1.637 0.0 -0.2 0.1 -0.6089
C 4.285 -0.489 -0.489 0.1 0.0 -0.1 -0.4002
C -0.077 2.838 -1.214 -0.1 0.3 0.2 -0.1620
N -1.330 0.308 -0.911 -0.4 -0.1 -0.3 -0.5294
C 1.916 -0.971 -0.975 0.0 -0.1 0.0 0.2741
C -4.981 -1.698 0.220 0.2 0.1 0.1 -0.6164
H 5.258 -2.155 0.517 0.0 0.0 0.1 0.2087
C 1.190 2.994 0.803 -0.2 0.0 -0.1 -0.0498
C 0.713 -2.345 0.567 0.0 0.1 -0.2 -0.0963
H -2.108 3.076 1.474 -0.1 0.0 0.1 0.2116
C -1.195 3.031 0.896 0.0 0.1 -0.2 -0.1682
C -0.285 -0.522 -0.656 -0.1 -0.7 0.7 0.3849
H -3.863 -1.692 2.065 0.0 0.2 -0.1 0.2492
N 0.864 -0.242 -1.272 0.1 0.2 -0.3 -0.4378
C -4.003 -1.050 1.192 -0.4 -0.2 0.2 -0.2327
C 1.147 2.892 -0.578 0.0 0.1 0.1 -0.2121
H -4.615 -2.677 -0.081 0.0 -0.1 0.0 0.2189
H 4.077 0.439 0.045 0.0 0.0 0.0 0.2130
H 4.103 -1.283 1.514 0.0 0.0 0.0 0.2072
H -4.368 -0.069 1.507 0.1 -0.1 0.1 0.2128
C -0.417 -1.579 0.267 0.3 0.3 -0.4 -0.2409
C -2.420 0.145 -0.256 0.4 0.4 -0.5 0.3375
Cl 2.719 2.993 1.610 0.3 0.0 0.1 -0.0045
C 3.233 -0.645 -1.596 0.1 0.1 0.1 -0.4354
N -2.692 -0.884 0.591 0.2 -0.1 0.2 -0.4424
H -5.946 -1.820 0.703 -0.1 0.0 0.0 0.2185
H -2.435 2.461 -2.224 0.0 0.1 0.0 0.2404
H 3.150 0.268 -2.184 0.0 -0.1 -0.1 0.2305
H -3.194 3.623 -1.100 0.0 -0.1 0.0 0.2408
H -5.110 -1.078 -0.664 -0.1 0.0 -0.1 0.2112
H 2.062 2.828 -1.145 0.1 0.0 0.0 0.2257
C 1.902 -2.035 -0.054 -0.3 -0.1 0.2 -0.0819
H 3.125 -3.425 1.019 0.0 -0.1 -0.1 0.2201
H 0.629 -3.149 1.285 0.0 -0.1 0.1 0.2334
C 4.284 -1.665 0.508 0.1 -0.1 0.0 -0.3935
H -0.112 2.717 -2.284 0.0 -0.1 -0.1 0.2216
H 3.523 -1.460 -2.265 0.0 0.0 -0.1 0.2126
C 0.024 3.081 1.546 0.1 0.0 0.0 -0.2468
C -1.703 -1.835 0.894 0.0 0.0 0.0 0.6704
H 0.070 3.170 2.620 0.0 0.0 0.1 0.2262
C -2.574 2.728 -1.178 -0.1 -0.5 0.0 -0.5183
C -1.259 2.886 -0.484 0.3 0.4 0.1 -0.0363
H 5.268 -0.387 -0.951 0.0 0.1 0.0 0.2107
S -3.610 1.425 -0.413 -0.5 0.3 0.0 0.2480
H 3.498 -3.272 -0.702 0.0 -0.1 0.0 0.2091
```
Positions in Å, forces in eV/Å.

Calculated values
Structure (SMILES) ... CCn1c(SCc2ccc(Cl)cc2)nc2nc3c(cc2c1=O)CCCC3
HOMO energy ... -8.3219 eV
Gap between HOMO and LUMO ... 8.743 eV
Total charge ... 0

---

Entry 5:
# C20H20ClNO3

One molecule with the formula C20H20ClNO3 (ωB97M-V/def2-TZVPD, OMol25).

```
45
Properties=species:S:1:pos:R:3:forces:R:3:nbo_charge:R:1
C 4.337 -0.414 3.752 -0.1 -0.1 0.0 -0.0483
O -2.241 -1.023 -4.846 0.2 0.0 -0.1 -0.6213
C 1.418 -0.645 1.552 -0.4 0.0 -0.1 0.3108
C 5.732 -0.658 6.151 -0.1 0.0 0.1 -0.2413
H 7.482 -0.790 4.936 0.1 0.0 0.0 0.2187
H -6.012 1.170 -5.759 0.1 0.0 0.0 0.1980
C 0.791 -0.143 -0.713 -0.3 -0.1 0.0 -0.1647
H -3.115 1.291 -1.912 -0.2 0.0 0.0 0.2305
C -4.770 -0.076 -4.485 -0.1 0.1 -0.4 -0.2581
H 2.580 -0.282 4.964 -0.1 0.0 0.1 0.2317
C -1.397 -0.240 -2.797 0.2 -0.2 0.3 -0.2740
C -0.811 -1.108 0.775 0.1 0.1 -0.2 -0.1543
N -3.688 0.105 -3.536 -0.2 0.0 0.0 -0.4350
C 3.653 -0.389 4.958 0.0 0.0 0.0 -0.1850
H 3.602 0.806 2.160 0.0 -0.2 0.0 0.1889
H -4.282 1.620 -5.732 -0.1 0.0 0.0 0.1684
C 3.593 -0.257 2.451 0.3 0.2 -0.2 -0.0790
C -1.531 -0.624 -1.524 -0.2 0.1 -0.7 -0.1575
H 6.264 -0.753 7.085 0.0 0.0 0.1 0.2284
C 1.740 -0.152 0.291 0.3 0.0 0.2 -0.2611
C -3.982 1.116 -2.547 -0.1 0.6 0.0 -0.2490
Cl 3.494 -0.488 7.643 -0.1 0.0 0.2 0.0059
H -4.439 -0.788 -5.242 -0.1 0.1 0.1 0.2525
H 1.069 0.244 -1.681 0.0 0.0 -0.1 0.2091
O -5.451 2.227 -4.142 -0.2 0.1 0.0 -0.5224
H 6.255 -0.581 2.813 0.1 0.0 -0.1 0.2119
C -5.129 1.266 -5.126 0.0 -0.3 0.0 -0.0786
H -5.640 -0.473 -3.951 0.0 0.0 -0.1 0.1941
H 4.099 -0.834 1.664 -0.1 0.1 0.1 0.1873
O 2.265 -0.704 2.612 -0.1 -0.1 0.1 -0.4910
C -2.460 -0.405 -3.818 -0.2 -0.1 0.0 0.6451
H -3.501 2.806 -3.809 0.0 0.0 0.1 0.1619
H 2.727 0.226 0.077 0.1 0.0 0.0 0.2134
H -0.113 -1.505 2.761 0.0 0.0 0.1 0.2266
C 5.719 -0.560 3.750 -0.1 0.0 -0.1 -0.2086
H -1.805 -1.484 0.971 -0.1 0.0 0.0 0.2113
C -4.374 2.421 -3.258 0.2 -0.1 0.3 -0.0769
C -0.502 -0.619 -0.499 0.4 0.0 0.4 -0.1199
C 6.408 -0.677 4.944 0.0 0.0 0.0 -0.1895
H -0.443 0.062 -3.203 0.1 0.0 0.0 0.2162
H -4.702 3.169 -2.534 0.1 0.0 0.0 0.1964
C 0.126 -1.124 1.781 0.3 0.1 0.2 -0.2575
C 4.355 -0.515 6.145 0.1 0.0 -0.2 -0.0333
H -4.824 0.777 -1.932 0.1 0.1 0.0 0.1944
H -2.495 -0.993 -1.193 -0.1 0.0 0.0 0.2047
```
Positions in Å, forces in eV/Å.

Calculated values
Structure (SMILES) ... O=C(/C=C/c1ccc(OCc2cccc(Cl)c2)cc1)N1CCOCC1
HOMO energy ... -8.3323 eV
Gap between HOMO and LUMO ... 8.677 eV
Total charge ... 0

---

Energy above the lowest of the compared OMol25 structures with the same formula, charge and spin / kcal/mol: 10.45, 13.84, 42.46, 0.00, 21.38